Density functional theory data (wB97M-V/def2-TZVPD) for C6H10N2O as an isolated structure.

Structure (XYZ):
```
19
Properties=species:S:1:pos:R:3:forces:R:3
H -2.75289 -1.61400 0.56679 -0.151 3.183 0.958
C -0.89213 1.82870 -0.25156 0.717 4.228 2.730
C -0.47802 -1.58432 -0.35832 5.544 -2.748 0.277
H 3.12959 -1.27646 1.11863 -3.486 5.112 -0.299
C -0.43614 0.62419 -0.39597 0.870 -3.675 0.326
H 2.46351 1.48991 0.17935 -0.148 -1.200 -1.487
H -0.11268 2.64446 0.09756 -1.548 -1.371 -1.773
C 2.34405 0.39693 -0.13626 -2.801 0.693 0.494
N -1.19399 -0.55605 -0.05569 1.935 4.208 -2.305
O 2.44903 -0.20740 1.13686 3.426 -5.177 -0.025
H -2.11009 -0.07633 1.59597 -0.060 0.372 2.696
H 1.00931 0.22205 -1.91821 0.150 0.371 -0.520
H -1.89725 2.06304 0.16790 0.874 -0.393 -0.533
C -2.35837 -0.47311 0.68056 -3.126 -0.746 -4.217
C 0.89406 -0.00448 -0.87252 1.791 1.111 1.655
H -0.92129 -2.45903 0.03995 0.036 -1.624 -0.352
N 0.84410 -1.46156 -0.71221 -5.427 0.406 0.356
H 2.91539 -0.01182 -0.94500 1.458 0.219 0.164
H -2.89617 0.45529 0.06215 -0.054 -2.969 1.855
```
Positions in Å, forces in eV/Å.

Properties
Spin multiplicity: 1

These are the Mulliken partial charges, in e, on atoms 1 to 8:
1. H 0.30
2. C -1.11
3. C -0.03
4. H 0.36
5. C 0.29
6. H 0.28
7. H 0.21
8. C -0.46

---

Density functional theory data (wB97M-V/def2-TZVPD) for BaH14O7 as an isolated structure.

Structure (XYZ):
```
22
Properties=species:S:1:pos:R:3:forces:R:3
O 0.56981 -1.11200 -2.40812 -0.246 0.275 0.739
O -2.48864 -0.01675 -0.77950 0.288 -0.206 0.121
H -1.77768 1.74226 2.52905 -0.402 -0.084 0.264
H 2.98014 -1.68145 1.37882 0.336 0.087 0.281
H 1.24670 -1.73683 -2.66820 0.405 -0.163 -0.199
H -3.19170 -0.66079 -0.69489 -0.338 -0.322 0.043
O -0.48713 2.43545 -0.76257 -0.005 -0.311 -0.014
Ba 0.01475 -0.09501 0.21957 0.421 0.086 -0.147
H 3.24100 0.95451 -0.64905 0.391 -0.014 0.127
H 2.29612 1.38015 -1.75265 -0.050 0.194 -0.379
H -0.76150 3.00129 -0.04092 -0.248 0.194 0.268
H -0.54517 2.57845 2.25776 0.267 0.330 0.318
H -0.41181 -2.69178 1.95589 0.312 -0.416 0.272
H -0.25308 -1.53070 -2.66064 -0.358 -0.151 -0.465
H -0.46398 3.01338 -1.52525 0.108 0.150 -0.427
H -2.88258 0.70571 -1.26848 -0.079 0.431 -0.222
H 2.34997 -2.84384 0.64152 0.092 -0.392 -0.135
H -1.87695 -2.40281 2.20446 -0.421 -0.092 0.215
O -1.04232 -1.97403 2.01533 0.209 0.432 -0.524
O -1.01688 1.80391 1.95146 0.210 -0.161 -0.311
O 2.31161 1.06839 -0.84778 -0.298 -0.227 0.318
O 2.18932 -1.93752 0.90418 -0.595 0.359 -0.140
```
Positions in Å, forces in eV/Å.

Properties
Charge: +2
Spin multiplicity: 1

These are the Mulliken partial charges, in e, on atoms 1 to 8:
1. O -0.60
2. O -0.51
3. H 0.28
4. H 0.29
5. H 0.31
6. H 0.27
7. O -0.51
8. Ba 1.72

---

Density functional theory data (wB97M-V/def2-TZVPD) for a 2-piece molecular cluster, C9H12N2O2 overall.

Structure (XYZ):
```
25
Properties=species:S:1:pos:R:3:forces:R:3
H 4.45107 0.13617 -1.28871 -1.530 0.605 1.287
H -0.73949 0.04658 1.85501 0.750 0.520 -0.024
H -2.35795 -2.25251 -0.43174 0.038 -0.952 -1.934
C 1.92268 1.13129 0.93921 -1.552 -2.286 -0.480
C 1.06607 0.09870 0.55055 -0.146 -0.525 -1.017
H 0.76000 -2.99066 -1.71897 0.049 -0.732 -0.497
H -1.74715 2.84342 -0.32899 -1.183 -0.101 0.118
C -1.93007 -1.99984 0.48176 0.916 -1.711 2.039
N 0.25984 -1.72770 -0.52906 -1.376 3.367 2.814
O -2.58650 2.46108 0.08230 0.359 1.295 -1.079
H 3.71627 1.89869 0.75643 1.303 -0.098 -0.856
C -3.71677 2.97358 -0.16831 0.602 -3.880 3.636
C -0.67460 -1.25009 0.38028 1.177 -4.057 -2.779
C 1.35066 -0.81758 -0.50529 -0.575 -0.318 1.648
H -3.99188 3.76395 -0.75814 0.016 2.210 -1.901
C 3.44107 0.18341 -0.74246 2.876 0.729 0.452
H -1.96736 -2.88920 1.20019 0.711 0.956 -1.180
H 1.49768 1.74307 1.71516 0.891 0.631 0.301
N -0.18669 -0.24721 1.05403 -0.705 0.476 0.213
H -2.67602 -1.42302 0.84485 -2.271 2.362 1.667
H 2.90754 -1.62022 -1.75617 0.071 0.176 -0.190
H -4.45976 2.42430 0.46215 0.058 0.709 -0.874
O -0.09549 -2.74744 -1.34761 0.723 0.277 -0.301
C 2.61575 -0.83772 -1.06859 -1.087 -0.552 -0.762
C 3.14108 1.09892 0.32215 -0.114 0.902 -0.300
```
Positions in Å, forces in eV/Å.

Properties
Charge: +2
Spin multiplicity: 1

These are the Mulliken partial charges, in e, on atoms 1 to 8:
1. H 0.33
2. H 0.27
3. H 0.44
4. C -0.62
5. C 0.40
6. H 0.40
7. H 0.43
8. C -1.46

---

Density functional theory data (wB97M-V/def2-TZVPD) for C7H16N2 in the gas phase.

Structure (XYZ):
```
25
Properties=species:S:1:pos:R:3:forces:R:3
C 0.40303 -0.36036 0.20325 3.161 1.378 -1.291
H 3.77109 0.18461 -0.79788 -0.100 -0.031 -0.003
N -0.03334 -1.51437 -0.53423 -0.136 -0.189 -0.021
C 2.99909 -0.30553 -0.20021 -0.177 -0.445 0.241
C -2.80931 0.34040 -1.06849 -0.110 -0.050 0.192
H 0.67737 2.45120 0.04623 0.122 0.057 -0.124
H -0.27857 -1.13676 2.09696 -0.126 0.109 -0.019
H -3.85442 0.04962 -0.96084 -0.063 -0.044 -0.059
H -0.14552 -1.31303 -1.52066 0.047 -0.053 0.054
H 1.38559 -1.52881 1.73246 0.144 -0.082 0.006
H 3.27456 -0.18113 0.84798 0.080 -0.058 -0.003
H -2.78174 1.36326 -1.44039 0.024 0.032 -0.061
C -2.08016 0.23039 0.26397 1.624 1.212 -0.308
C 0.63661 -0.74238 1.66257 0.250 -0.010 -0.350
H -1.13655 2.77175 0.15647 -0.213 0.029 -0.088
H 3.01704 -1.38540 -0.43273 0.131 0.064 0.024
H 0.59905 -2.29531 -0.41580 0.031 0.049 -0.057
C -0.55260 0.76616 0.11371 -3.868 -1.371 0.756
H -2.35176 -0.31225 -1.81035 -0.001 -0.013 -0.102
N 1.71842 0.32661 -0.43494 -1.139 -0.907 0.845
H -2.09456 -0.80090 0.61202 0.130 0.097 0.021
H 1.54885 0.34405 -1.43805 -0.172 0.060 0.186
H -2.55872 0.86290 1.01307 -0.096 -0.032 -0.008
H 0.97292 0.12185 2.22675 0.020 0.052 0.052
C -0.32639 2.06342 0.07912 0.438 0.145 0.114
```
Positions in Å, forces in eV/Å.

Properties
SMILES: C=C(CC)[C@@](C)(N)NC
Spin multiplicity: 1

These are the Mulliken partial charges, in e, on atoms 1 to 8:
1. C 0.98
2. H 0.33
3. N -0.52
4. C -0.87
5. C -1.10
6. H 0.37
7. H 0.41
8. H 0.36

---

no.,HOMO (eV)
1,-7.922
2,-18.941
3,-15.499
4,-8.434